[1]
Molecular formula: C14H13AsCrN3O6S3
Method: DFT, ωB97M-V/def2-TZVPD

## Properties
- spin multiplicity = 2
- HOMO level (spin up / spin down) (eV) = -8.4957 / -8.5018
- M (g/mol) = 542.39

Cartesian coordinates (Å):
Cr1 0.03585 0.98516 -0.48717
C1 2.42060 2.09886 -4.96335
S1 3.06789 0.69262 -4.04790
C2 1.87674 0.43035 -2.80865
S2 0.38013 1.28034 -2.76457
N1 2.25376 -0.45676 -1.91955
N2 1.30331 -0.55424 -0.95016
C3 1.28058 -1.59651 -0.20959
C4 0.20155 -1.62533 0.76713
C5 -0.05398 -2.70105 1.60293
C6 -1.13721 -2.63300 2.46107
C7 -1.93764 -1.50151 2.45740
C8 -1.62945 -0.46849 1.59041
N3 -0.57696 -0.52348 0.77064
H1 3.21706 2.37232 -5.65477
H2 2.22064 2.93407 -4.29761
H3 1.52675 1.84689 -5.52777
H4 1.99789 -2.39947 -0.33176
H5 0.59049 -3.56810 1.56853
H6 -1.35956 -3.45932 3.12305
H7 -2.79660 -1.41254 3.10613
H8 -2.22265 0.43308 1.53420
O1 2.32409 2.47787 2.74365
As1 1.52576 3.08328 1.29309
O2 2.29452 4.35887 0.66870
O3 1.53175 1.58993 0.37569
C9 -0.20778 3.32741 2.16928
C10 -0.15521 3.57030 3.54055
C11 -1.31350 3.80282 4.26794
C12 -2.54938 3.79597 3.64469
C13 -2.62454 3.56783 2.27970
C14 -1.46276 3.33357 1.55754
S3 -1.63202 3.11312 -0.18873
O4 -2.65707 3.96801 -0.67836
O5 -0.25581 3.27287 -0.67852
O6 -1.91244 1.63730 -0.37137
H9 3.25136 2.30692 2.53616
H10 0.80152 3.57432 4.04207
H11 -1.24500 3.99968 5.32985
H12 -3.45053 3.98693 4.21209
H13 -3.57452 3.59267 1.76200

=====

[2]
Molecular formula: C14H13BrN2O4RuS2
Method: DFT, ωB97M-V/def2-TZVPD

## Properties
- spin multiplicity = 2
- HOMO level (spin up / spin down) (eV) = -5.1827 / -5.1201
- total charge = -1
- M (g/mol) = 518.38

Cartesian coordinates (Å):
Ru1 -0.44793 -0.52081 1.23277
S1 0.22511 -1.32946 3.27765
C1 -1.22164 -2.29854 3.29083
S2 -2.09168 -1.94875 1.81314
C2 -1.59934 -3.17846 4.26660
C3 -2.81348 -3.91689 4.15475
N1 -3.79386 -4.51498 4.06698
C4 -0.79019 -3.38397 5.42190
N2 -0.13932 -3.55406 6.35677
C5 3.74305 2.32514 1.46346
C6 2.33358 1.78176 1.32619
O1 2.27866 0.37398 1.52412
H1 3.75924 3.40102 1.27592
H2 4.41174 1.83788 0.75292
H3 4.13249 2.15768 2.47091
H4 1.95149 1.93350 0.31731
H5 1.64751 2.28723 2.01371
H6 2.53539 0.17204 2.43066
Br1 -2.72145 -0.41572 -6.23633
C7 -1.20239 -0.11690 -5.13047
C8 -0.00644 0.25695 -5.72147
C9 1.10041 0.47235 -4.91245
C10 1.00635 0.31302 -3.53840
C11 -0.20181 -0.05764 -2.96299
C12 -1.31821 -0.27494 -3.76245
C13 -0.31449 -0.21995 -1.46931
O2 -1.43200 -0.47631 -0.96508
O3 0.72860 -0.08228 -0.77438
H7 0.05611 0.37602 -6.79437
H8 2.04038 0.76403 -5.36360
H9 1.85907 0.46624 -2.89144
H10 -2.25113 -0.55932 -3.29633
C14 -2.34355 1.59222 1.25064
O4 -1.07272 1.19812 1.71129
H11 -2.35459 2.68554 1.18438
H12 -3.12117 1.27117 1.95321
H13 -2.57179 1.18313 0.26297

=====

[3]
Molecular formula: C14H13ClNS
Method: DFT, ωB97M-V/def2-TZVPD

## Properties
- HOMO level (eV) = -12.3275
- total charge = +1
- M (g/mol) = 262.78

Cartesian coordinates (Å):
Cl1 -1.19304 2.21043 -1.94829
S1 0.71820 -4.44783 -1.15454
C1 1.21986 -3.99382 -2.79106
C2 1.36793 -2.63990 -2.89828
C3 1.02358 -1.91288 -1.63127
C4 0.66183 -2.78548 -0.62572
C5 1.01628 -0.44161 -1.40480
C6 -2.78428 2.86234 1.70924
C7 -1.67939 2.56100 2.54547
C8 -2.55576 2.76223 0.31615
C9 -0.44456 2.07916 2.04930
C10 -1.34341 2.31590 -0.20462
C11 -0.26512 1.95832 0.65555
N1 0.96898 0.01812 -0.15254
C12 1.01066 1.46931 0.10866
C13 0.24070 -2.24822 0.71035
C14 1.01041 -0.94054 1.00595
H1 1.51031 -4.66798 -3.59122
H2 1.68952 -2.21812 -3.85285
H3 1.05825 0.25989 -2.20896
H4 -3.71512 3.20494 2.06869
H5 -1.82550 2.59004 3.61161
H6 -3.33042 3.02078 -0.39749
H7 0.34926 1.82963 2.71748
H8 1.77241 1.72056 0.90177
H9 1.30056 2.00252 -0.82759
H10 -0.81066 -2.00787 0.66662
H11 0.39204 -2.95713 1.51017
H12 0.55804 -0.44921 1.86006
H13 2.07846 -1.15460 1.25217

=====

[4]
Molecular formula: C14H13F3IrN5S3
Method: DFT, ωB97M-V/def2-TZVPD

## Properties
- spin multiplicity = 2
- HOMO level (spin up / spin down) (eV) = -10.4078 / -10.3720
- total charge = +1
- M (g/mol) = 596.71

Cartesian coordinates (Å):
Ir1 -0.69519 -0.28800 -0.15113
C1 3.45872 -1.41525 0.53601
C2 1.96998 -1.29826 0.42254
N1 1.35318 -0.18143 0.16812
N2 2.15503 0.93543 0.00071
C3 1.83110 2.19353 0.33926
N3 2.83896 3.04323 0.50245
S1 0.24873 2.79910 0.65227
C4 1.08907 -2.44789 0.64368
C5 1.54975 -3.70096 1.03266
C6 0.64302 -4.71854 1.26727
C7 -0.70795 -4.46181 1.10702
C8 -1.10851 -3.19425 0.72181
N4 -0.23523 -2.21126 0.49317
H1 3.98858 -0.91566 -0.27702
H2 3.77312 -2.45167 0.48803
H3 3.80599 -0.99810 1.48443
H4 3.11715 0.75886 -0.25277
H5 3.79771 2.74595 0.59984
H6 2.63803 4.03009 0.54206
H7 2.60441 -3.88791 1.16372
H8 0.98881 -5.69578 1.57425
H9 -1.45249 -5.22510 1.28094
H10 -2.15017 -2.93586 0.58157
F1 -5.19636 -1.50896 -2.71773
C9 -4.45067 -2.61100 -2.83781
F2 -4.64860 -3.35189 -1.73180
F3 -4.93023 -3.31274 -3.87268
C10 -2.99061 -2.29164 -3.01718
C11 -2.28426 -2.78598 -4.09630
C12 -0.92391 -2.52631 -4.21587
C13 -0.31518 -1.78341 -3.22537
N5 -0.99233 -1.29863 -2.18759
C14 -2.31740 -1.51668 -2.06300
S2 -2.96122 -0.76776 -0.63469
H11 -2.79696 -3.37764 -4.84205
H12 -0.35566 -2.89423 -5.05697
H13 0.74370 -1.55574 -3.25834
S3 -0.97310 1.91742 -0.75471

=====

[5]
Molecular formula: C14H13F3N4O2
Method: DFT, ωB97M-V/def2-TZVPD

## Properties
- structure (SMILES) = Cc1ncc(C=O)c(CNNc2ccc(C(F)(F)F)cn2)c1O
- HOMO level (eV) = -8.5306
- M (g/mol) = 326.28

Cartesian coordinates (Å):
C1 -1.66915 -5.50187 -0.92934
C2 -1.59223 -4.05199 -1.28428
N1 -2.46369 -3.60599 -2.24032
C3 -2.45664 -2.36160 -2.65791
C4 -1.62621 -1.43171 -2.08851
C5 -1.91859 -0.03099 -2.57086
O1 -1.56818 0.99544 -1.96152
C6 -0.63436 -1.84165 -1.12298
C7 0.42808 -0.93250 -0.56591
N2 0.13591 -0.65896 0.85260
N3 1.05645 0.15100 1.60486
C8 1.17825 1.48799 1.59052
C9 0.33856 2.38613 0.86008
C10 0.59764 3.76369 0.90636
C11 1.68838 4.17918 1.66968
C12 2.08288 5.60837 1.86418
F1 2.06860 5.92422 3.16644
F2 1.24211 6.40418 1.18689
F3 3.32648 5.70859 1.31400
C13 2.43983 3.20777 2.33180
N4 2.21045 1.87030 2.32319
C14 -0.63912 -3.18521 -0.68922
O2 0.26409 -3.62074 0.25667
H1 -2.51221 -5.65986 -0.26881
H2 -0.74467 -5.87356 -0.44526
H3 -1.83917 -6.10956 -1.84904
H4 -3.21404 -2.07217 -3.40310
H5 -2.49710 0.07586 -3.47623
H6 0.50022 -0.00050 -1.12248
H7 1.43704 -1.40720 -0.61460
H8 -0.83745 -0.34447 0.95057
H9 1.80244 -0.27531 2.16816
H10 -0.47230 2.03042 0.25258
H11 0.04631 4.43632 0.30766
H12 3.28225 3.59209 2.87620
H13 0.55916 -2.85571 0.80794

=====

[6]
Molecular formula: C14H13N3O2S
Method: DFT, ωB97M-V/def2-TZVPD

## Properties
- structure (SMILES) = CC(=O)Nc1ccc(/C=N/NC(=O)c2cccs2)cc1
- HOMO level (eV) = -7.9980
- M (g/mol) = 287.34

Cartesian coordinates (Å):
C1 -7.14971 -0.40007 -0.01506
C2 -5.70283 -0.85240 -0.00923
O1 -5.37111 -2.01377 -0.01157
N1 -4.83560 0.20552 -0.00085
C3 -3.44006 0.20561 0.00532
C4 -2.67935 -0.96356 0.00712
C5 -1.30381 -0.88840 0.01180
C6 -0.64621 0.34451 0.01468
C7 0.79861 0.44202 0.01672
N2 1.50468 -0.62134 0.01773
N3 2.85540 -0.61738 0.01650
C8 3.74783 0.42072 0.00370
O2 3.44073 1.59798 -0.00330
C9 5.15709 -0.00185 -0.00213
C10 6.22537 0.85455 -0.01816
C11 7.46632 0.19144 -0.02131
C12 7.33415 -1.16161 -0.00739
S1 5.69239 -1.65501 0.00954
C13 -1.41558 1.50972 0.01383
C14 -2.79139 1.44152 0.00935
H1 -7.79489 -1.27340 -0.02784
H2 -7.35172 0.20644 -0.89563
H3 -7.36340 0.18864 0.87483
H4 -5.25049 1.12780 0.00001
H5 -3.17688 -1.91865 0.00423
H6 -0.70856 -1.78723 0.01287
H7 1.21700 1.44542 0.01580
H8 3.22419 -1.56112 0.01981
H9 6.10091 1.92201 -0.02741
H10 8.41552 0.69587 -0.03321
H11 8.10355 -1.90830 -0.00590
H12 -0.92587 2.47269 0.01663
H13 -3.37628 2.35162 0.00854